[1]
ORCA calculation (ωB97M-V with the def2-TZVPD basis set) on C14H17BrN2 in the gas phase in a non-equilibrium geometry.

Largest force on an atom in eV Å⁻¹: 3.19
SMILES: Cc1c2n(c3ccc(Br)cc13)CN(C)[C@@H](C)C2
Frontier orbital gap in eV: 8.55
Energy in hartree: -3227.1484

```
! wB97M-V def2-TZVPD RIJCOSX def2/J DEFGRID3
* xyz 0 1
C -0.25717 1.67236 2.93014
C -0.51921 1.03384 1.53516
C 0.36945 0.25586 0.78985
N -0.21980 -0.20422 -0.42231
C -1.50545 0.24343 -0.45118
C -2.45218 0.08197 -1.44575
C -3.71912 0.55284 -1.23185
C -4.08983 1.23567 -0.02941
Br -5.91661 1.72138 0.44470
C -3.12556 1.54197 0.92315
C -1.78430 1.00930 0.74201
C 0.46833 -0.74893 -1.56882
N 1.71836 -1.47912 -1.11004
C 1.34936 -2.92514 -0.87272
C 2.64842 -0.69963 -0.20021
C 3.43491 0.29151 -1.09518
C 1.82203 -0.03137 1.03136
H -0.95319 1.11986 3.56103
H 0.74589 1.60561 3.36883
H -0.53967 2.73083 2.85888
H -2.22771 -0.43929 -2.35041
H -4.40803 0.30686 -2.08555
H -3.47170 1.98475 1.88690
H -0.28889 -1.47739 -2.04439
H 0.92587 -0.03075 -2.27632
H 2.19371 -3.39423 -0.39243
H 1.10492 -3.36056 -1.81545
H 0.49889 -2.85380 -0.22621
H 3.22642 -1.46858 0.37276
H 4.05537 -0.36779 -1.70984
H 2.66170 0.86073 -1.71816
H 4.07546 1.02325 -0.60816
H 2.37531 0.90589 1.28009
H 1.80404 -0.69709 1.92953
*
```

=====

[2]
ORCA calculation (ωB97M-V with the def2-TZVPD basis set) on 9 unconnected molecules or ions with the total composition C14H17Cl25N2O2PS in a non-equilibrium geometry.

Largest force on an atom in eV Å⁻¹: 2.41
Frontier orbital gap in eV: 4.84
Energy in hartree: -13047.9205

```
! wB97M-V def2-TZVPD RIJCOSX def2/J DEFGRID3
* xyz -1 1
C -1.34838 0.75804 3.09748
C -0.55577 -0.48793 2.56394
C 0.76005 -0.50409 3.36737
C 1.43437 -1.88613 3.51339
S 2.14133 -2.58316 1.96313
C 0.79228 -3.51726 1.28011
N 0.22057 -3.33655 0.15891
N -0.78832 -4.28741 0.09662
C -0.74415 -4.95806 1.16906
O 0.24598 -4.55022 2.00468
P -0.32119 -0.16631 0.80431
O -1.33177 1.17767 0.48425
Cl 1.70135 0.57660 0.35170
H -2.35760 0.79234 2.67927
H -1.39263 0.76828 4.19884
H -0.87073 1.70935 2.79163
H 0.49067 -0.22271 4.39455
H 1.49161 0.26294 3.04808
H 2.23333 -1.82462 4.28371
H 0.66318 -2.58222 3.86408
H -1.45238 -5.75377 1.34785
H -1.04783 1.47484 -0.38865
C -2.64478 4.44049 2.23093
Cl -1.14404 4.10764 3.10261
Cl -2.33203 4.64415 0.50378
Cl -3.84802 3.18208 2.50084
H -3.04904 5.37002 2.60923
C 4.62384 1.08672 -1.92271
Cl 6.26267 0.50350 -2.25361
Cl 4.54971 1.92985 -0.38616
Cl 4.05945 2.12618 -3.23611
H 3.96721 0.23006 -1.85989
C 2.44634 -1.59393 -5.10875
Cl 4.07053 -2.21036 -5.44142
Cl 2.39498 -0.77322 -3.55511
Cl 1.91428 -0.51530 -6.40406
H 1.76664 -2.43559 -5.06955
C 0.97332 -5.97179 5.77257
Cl 0.92047 -4.44805 6.64622
Cl 0.60272 -5.67293 4.08008
Cl 2.56758 -6.73123 5.93152
H 0.23761 -6.64280 6.19852
C -2.19909 -0.04701 -3.20634
Cl -0.77336 -0.11833 -2.18118
Cl -2.18293 1.40854 -4.22083
Cl -2.32329 -1.49884 -4.21236
H -3.07265 -0.00193 -2.56764
C -5.19085 3.57363 -6.34703
Cl -4.85216 3.69758 -4.62196
Cl -3.76922 2.99585 -7.21559
Cl -6.57485 2.51319 -6.64008
H -5.43769 4.56103 -6.71566
C 2.46287 -0.95678 7.68399
Cl 1.72510 -1.94837 8.95614
Cl 3.26114 -1.97479 6.47406
Cl 1.25106 0.07311 6.93686
H 3.21118 -0.32219 8.14051
C -0.67838 5.37973 -8.31757
Cl -2.15873 6.30582 -8.04075
Cl -0.54296 4.05127 -7.16953
Cl -0.62296 4.78089 -9.97882
H 0.16432 6.04251 -8.16948
*
```

=====

[3]
ORCA calculation (ωB97M-V with the def2-TZVPD basis set) on a molecular structure, C14H17ClF10IrN2O2Sb in a non-equilibrium geometry.

⟨S²⟩: 1.108
Largest force on an atom in eV Å⁻¹: 3.11
Frontier orbital gap (alpha / beta) in eV: 5.63 / 6.51
Energy in hartree: -2606.7891

```
! wB97M-V def2-TZVPD RIJCOSX def2/J DEFGRID3
* xyz 1 2
Ir 0.11118 -0.61612 0.35023
C 2.46684 -1.70395 2.03561
C 3.04909 -1.22446 0.72437
N 2.21374 -0.39030 -0.20570
C 2.57996 -0.63018 -1.63436
C 2.00169 -1.85649 -2.32052
C 2.18410 1.03829 0.15182
C 1.13548 1.78766 -0.59957
N -0.09715 1.08773 -0.40942
C -1.29420 1.53167 -0.85120
C -2.42290 0.73200 -0.55660
F -2.24596 -0.36559 0.19860
C -3.67982 1.04477 -0.99208
F -4.67979 0.22564 -0.72166
C -3.89959 2.21189 -1.70375
C -2.82094 3.04443 -1.96949
F -3.00515 4.17305 -2.63076
C -1.54643 2.72128 -1.57366
F -0.57102 3.54837 -1.89782
H 3.28275 -2.06576 2.66254
H 1.79348 -2.53429 1.86729
H 1.95283 -0.91731 2.58364
H 3.37902 -2.09159 0.15924
H 3.92873 -0.61413 0.95528
H 3.66853 -0.73252 -1.64347
H 2.32734 0.25558 -2.21015
H 2.11543 -2.74763 -1.70837
H 2.53220 -2.01034 -3.26020
H 0.95179 -1.71990 -2.53625
H 3.13882 1.52881 -0.06132
H 2.01777 1.09796 1.22348
H 1.33089 1.85500 -1.67123
H 1.11692 2.80758 -0.22788
H -4.89551 2.47865 -2.03629
Cl -2.08910 1.19404 4.25206
C -0.37203 1.56776 3.97673
C -0.11489 1.39366 2.50506
O -0.19528 2.32474 1.71791
O 0.21345 0.15703 2.16600
H 0.23894 0.87130 4.53938
H -0.18453 2.59700 4.25529
F 0.03013 -2.31612 1.25743
Sb -0.32976 -4.49804 0.20790
F 0.24899 -4.83921 1.93485
F -2.04080 -3.93227 0.73905
F -0.89260 -6.27126 0.04777
F -0.30988 -1.55310 -1.28345
F 1.57446 -3.99945 -0.17842
*
```

=====

[4]
ORCA calculation (ωB97M-V with the def2-TZVPD basis set) on a molecular structure, C14H17ClF5N4O8S2TeW in a non-equilibrium geometry.

Largest force on an atom in eV Å⁻¹: 1.86
Frontier orbital gap in eV: 6.30
Energy in hartree: -3455.2713

```
! wB97M-V def2-TZVPD RIJCOSX def2/J DEFGRID3
* xyz 1 1
W -1.78583 -1.29034 0.00740
O 0.44285 -2.84778 3.46462
Cl -0.85386 -2.63106 2.96485
O -1.58501 -3.83700 2.75322
O -1.58162 -1.64145 3.64563
O -0.57412 -2.11875 1.49331
C -5.97758 2.03225 0.58436
C -4.55024 2.59484 0.60051
C -3.56745 1.53734 0.42116
N -2.81791 0.68854 0.27244
H -6.67931 2.85212 0.71759
H -6.12259 1.31742 1.39168
H -6.19238 1.54125 -0.36253
H -4.32215 3.08998 1.54606
H -4.39418 3.31996 -0.20023
S 1.37530 -0.72605 -2.66242
C 2.62115 -0.91019 -1.49262
N 3.69555 -0.11943 -1.51203
C 4.87206 -0.34729 -0.67419
C 4.42186 -0.92204 0.65757
C 3.56142 -2.15161 0.42397
N 2.52245 -1.84933 -0.56116
H 3.74500 0.52093 -2.28723
H 5.38092 0.60529 -0.53898
H 5.56071 -1.02799 -1.18183
H 3.84816 -0.17449 1.20338
H 5.28827 -1.19087 1.25972
H 3.07078 -2.46403 1.34469
H 4.16582 -2.98608 0.05972
H 1.73400 -2.47574 -0.64761
F -0.94043 -5.52284 -1.88004
Te -1.09523 -4.69608 -0.24575
F 0.75875 -4.25190 -0.50273
F -2.98472 -1.62239 1.36072
F -2.94770 -4.60370 -0.64401
F -3.29642 -1.41387 -1.04924
O -1.24078 -2.80308 -0.78128
O -1.31517 -0.17775 -1.75845
C -0.28459 0.37498 -1.22595
N 0.02784 -0.29678 -0.06920
S 0.46011 0.76885 1.17231
O 1.73398 0.49777 1.74548
O -0.69139 0.80132 2.03194
C 0.56123 2.14036 0.05709
C 1.00764 3.41377 0.35073
C 1.00245 4.34073 -0.68364
C 0.56890 3.99264 -1.96251
C 0.13438 2.70703 -2.24736
C 0.14522 1.77895 -1.22014
H 1.34202 3.67898 1.34464
H 1.34337 5.34931 -0.49332
H 0.58387 4.73627 -2.74757
H -0.17542 2.41903 -3.24275
*
```

=====

[5]
ORCA calculation (ωB97M-V with the def2-TZVPD basis set) on C14H17ClN2O5 in the gas phase in a non-equilibrium geometry.

Largest force on an atom in eV Å⁻¹: 5.24
SMILES: CCOC(=O)[C@H](C(=O)c1ccc([N+](=O)[O-])cc1)[C@@H](Cl)N(C)C
Frontier orbital gap in eV: 7.37
Energy in hartree: -1489.3310

```
! wB97M-V def2-TZVPD RIJCOSX def2/J DEFGRID3
* xyz 0 1
C 3.17269 2.63049 -2.07225
C 2.35731 2.25997 -0.88080
O 1.31732 1.35826 -1.28190
C 0.57330 0.89582 -0.29900
O 0.87382 1.19118 0.85133
C -0.20208 -0.34672 -0.69738
C -0.47754 -1.00367 0.66916
O -0.19704 -2.23853 0.69998
C -1.07926 -0.40029 1.88759
C -1.69365 0.85306 1.91978
C -2.09274 1.50153 3.06189
C -1.91214 0.90947 4.32518
N -2.14815 1.64451 5.51384
O -1.91327 1.11312 6.61905
O -2.56987 2.81671 5.39708
C -1.37663 -0.36939 4.35475
C -0.96033 -1.03556 3.19328
C -0.65447 -1.01639 -1.97820
Cl -1.64717 0.38169 -2.76837
N -0.01877 -1.94198 -2.90434
C 0.51738 -3.24566 -2.45360
C -0.01172 -1.74962 -4.35303
H 3.87231 3.41928 -1.77618
H 3.75397 1.78772 -2.44153
H 2.53503 3.01129 -2.87035
H 2.94755 1.78316 -0.09173
H 1.81986 3.10290 -0.44909
H 0.76122 -0.78149 -1.24157
H -1.82401 1.39120 0.96913
H -2.56555 2.49150 3.01912
H -1.28071 -0.87675 5.34710
H -0.51913 -2.01190 3.28190
H -1.31788 -1.64738 -1.36020
H 1.13113 -3.62443 -3.28102
H 1.12932 -3.13693 -1.53377
H -0.31723 -3.96464 -2.27070
H 0.83179 -2.36459 -4.74496
H -0.98288 -2.10907 -4.78826
H 0.16822 -0.67785 -4.57194
*
```

=====

We obtain ΔE to the lowest compared entry with this formula, charge and spin values of 39.2, 0.0, 93.9, 49.2, 10.6 kcal per mole for the records listed above, in that order.